# 1
Molecular formula: C28H41BBrF4N6O8P2Tl
Method: DFT, wB97M-V/def2-TZVPD

XYZ file:
```
92
Properties=species:S:1:pos:R:3
Tl -0.263 0.257 -0.114
C 3.564 -2.384 2.481
N 2.939 -3.054 1.341
C 3.419 -4.405 1.095
P 1.340 -2.739 1.035
O 0.974 -1.375 1.442
O 1.261 -3.065 -0.554
P 1.185 -2.221 -1.916
O 0.732 -0.811 -1.746
N 0.232 -3.076 -2.947
C -1.219 -2.870 -2.872
C 0.616 -4.448 -3.268
N 2.722 -2.337 -2.546
C 2.814 -1.768 -3.900
C 3.779 -1.794 -1.673
N 0.399 -3.947 1.666
C -0.311 -3.672 2.915
C -0.172 -5.037 0.887
H 4.639 -2.319 2.303
H 3.396 -2.925 3.420
H 3.177 -1.372 2.564
H 4.506 -4.377 1.001
H 3.001 -4.783 0.162
H 3.157 -5.094 1.907
H -1.439 -1.832 -2.641
H -1.680 -3.493 -2.101
H -1.652 -3.122 -3.842
H 1.699 -4.533 -3.303
H 0.204 -4.702 -4.246
H 0.227 -5.163 -2.535
H 2.039 -2.189 -4.538
H 3.791 -2.021 -4.313
H 2.711 -0.677 -3.889
H 3.635 -2.127 -0.647
H 3.793 -0.700 -1.674
H 4.740 -2.161 -2.034
H 0.019 -2.720 3.331
H -0.103 -4.462 3.643
H -1.389 -3.629 2.747
H 0.406 -5.200 -0.019
H -1.210 -4.819 0.615
H -0.150 -5.952 1.484
O -3.043 -2.657 1.142
C -2.223 -1.767 0.965
O -1.386 -1.683 0.004
C -2.129 -0.671 2.043
C -2.963 -0.736 3.170
C -2.834 0.216 4.141
C -1.870 1.238 4.007
C -1.677 2.247 4.977
C -0.724 3.207 4.792
C 0.078 3.203 3.632
C -0.088 2.250 2.668
C -1.067 1.249 2.839
N -1.239 0.282 1.897
H -3.684 -1.538 3.232
H -3.462 0.198 5.023
H -2.300 2.240 5.863
H -0.578 3.976 5.539
H 0.837 3.962 3.501
H 0.526 2.256 1.778
Br -3.004 6.934 -2.564
C -3.460 5.089 -2.587
C -4.536 4.665 -3.350
C -4.853 3.314 -3.370
C -4.096 2.403 -2.652
C -3.030 2.849 -1.882
C -2.709 4.201 -1.840
C -2.162 1.897 -1.118
O -1.647 2.268 -0.042
O -1.947 0.754 -1.622
H -5.113 5.379 -3.921
H -5.695 2.980 -3.963
H -4.319 1.344 -2.678
H -1.882 4.534 -1.227
F 3.775 0.915 1.716
B 3.139 1.583 0.684
F 1.884 0.846 0.393
F 2.763 2.872 1.033
F 3.880 1.553 -0.497
C 2.070 2.839 -4.684
N 1.215 2.164 -3.731
C 0.105 1.397 -4.270
C 1.345 2.373 -2.417
O 0.580 1.961 -1.553
H 1.549 3.687 -5.137
H 2.357 2.150 -5.479
H 2.970 3.200 -4.189
H 0.488 0.600 -4.912
H -0.551 2.043 -4.860
H -0.463 0.959 -3.455
H 2.237 2.955 -2.148
```

Properties
Total energy: -159895.19059 eV
Charge: 0
Energy relative to the best compared isomer or geometry (same formula, charge and spin): 0.0 kcal per mole



# 2
Molecular formula: C4H11N3
Method: DFT, wB97M-V/def2-TZVPD

XYZ file:
```
18
Properties=species:S:1:pos:R:3
C -0.666 -1.236 -1.376
C -0.350 -1.147 0.118
C 0.226 0.173 0.563
C 1.363 0.232 1.263
N 1.839 1.425 1.851
N -0.524 1.321 0.330
N -1.471 -0.112 -1.907
H 0.180 -1.558 -1.958
H -1.428 -2.016 -1.431
H 0.281 -1.941 0.497
H -1.285 -1.252 0.672
H 1.804 -0.699 1.593
H 2.507 1.274 2.589
H 2.264 2.084 1.208
H -0.541 2.022 1.048
H -1.387 1.170 -0.153
H -0.876 0.675 -2.157
H -1.936 -0.413 -2.749
```

Properties
Total energy: -8796.10867 eV
Charge: 0
SMILES: N/C=C(\N)CCN
Energy relative to the best compared isomer or geometry (same formula, charge and spin): 34.8 kcal per mole



# 3
Molecular formula: C22H31N17OSr
Method: DFT, wB97M-V/def2-TZVPD

XYZ file:
```
72
Properties=species:S:1:pos:R:3
Sr -1.281 -0.548 -0.741
C 2.035 0.705 -4.191
C 1.192 0.561 -2.956
N 1.092 -0.518 -2.288
C 1.858 -1.701 -2.655
C 1.512 -2.881 -1.751
N 1.600 -2.491 -0.337
C 0.779 -3.311 0.552
C 0.441 -2.583 1.845
N -0.325 -1.371 1.547
C -0.902 -0.679 2.706
C -1.755 0.528 2.287
N -1.241 1.109 1.079
C -1.371 2.301 0.683
C -2.043 3.395 1.449
C -0.815 2.593 -0.681
C -1.005 3.808 -1.334
C -0.452 3.967 -2.593
C 0.285 2.943 -3.172
C 0.423 1.753 -2.467
N -0.131 1.617 -1.266
H 2.955 0.130 -4.100
H 2.297 1.740 -4.394
H 1.488 0.309 -5.052
H 2.928 -1.466 -2.579
H 1.646 -1.985 -3.689
H 2.214 -3.692 -1.955
H 0.511 -3.227 -2.024
H 1.253 -1.545 -0.328
H 1.318 -4.231 0.788
H -0.164 -3.606 0.068
H 1.352 -2.355 2.415
H -0.179 -3.240 2.457
H 0.341 -0.692 1.191
H -0.106 -0.349 3.386
H -1.529 -1.382 3.255
H -1.794 1.233 3.120
H -2.779 0.206 2.061
H -1.966 3.199 2.516
H -3.101 3.416 1.170
H -1.600 4.369 1.249
H -1.582 4.601 -0.881
H -0.596 4.895 -3.131
H 0.714 3.074 -4.154
N -4.526 -2.115 -2.028
C -3.400 -2.508 -2.700
N -3.454 -3.323 -3.745
N -2.187 -3.483 -4.116
N -1.407 -2.805 -3.351
N -2.135 -2.158 -2.402
C -4.666 -0.960 -1.308
N -5.852 -0.481 -0.959
N -5.579 0.622 -0.262
N -4.307 0.804 -0.189
N -3.665 -0.195 -0.849
H -5.385 -2.458 -2.428
C 2.101 1.378 5.289
N 2.425 0.999 3.919
C 3.466 0.177 3.662
C 3.781 -0.194 2.402
C 2.946 0.326 1.367
N 1.897 1.086 1.606
C 1.601 1.485 2.874
O 0.660 2.208 3.158
N 3.230 0.050 0.070
H 3.017 1.461 5.870
H 1.444 0.640 5.750
H 1.589 2.334 5.269
H 4.032 -0.152 4.523
H 4.625 -0.834 2.192
H 3.728 -0.803 -0.131
H 2.504 0.301 -0.588
```

Properties
Total energy: -51533.88528 eV
Charge: 0
Energy relative to the best compared isomer or geometry (same formula, charge and spin): 36.5 kcal per mole



# 4
Molecular formula: C14H39BN2NbO6
Method: DFT, wB97M-V/def2-TZVPD

XYZ file:
```
63
Properties=species:S:1:pos:R:3
N 5.018 1.199 0.686
C 4.728 2.648 0.728
C 3.951 3.041 1.987
C 2.495 3.480 1.761
C 1.468 2.384 2.114
Nb 0.815 1.156 0.281
C -1.127 0.436 1.272
O -2.015 -0.538 0.621
N -1.335 -1.629 0.150
O -1.916 -2.147 -0.732
C -0.184 3.045 -0.491
B -0.183 3.233 -2.061
O -1.141 4.037 -2.669
O 0.712 2.659 -2.915
H 4.868 0.840 -0.247
H 4.368 0.726 1.299
H 5.689 3.167 0.718
H 4.188 2.950 -0.170
H 4.481 3.892 2.422
H 4.018 2.240 2.723
H 2.386 3.821 0.732
H 2.305 4.351 2.396
H 1.837 1.755 2.923
H 0.535 2.855 2.445
H 1.724 -0.245 1.051
H 0.410 0.155 -1.219
H 2.338 1.605 -0.664
H -0.911 0.036 2.268
H -1.764 1.312 1.376
H -1.235 2.981 -0.176
H 0.205 3.938 0.005
H -1.926 3.999 -2.118
H 1.574 2.545 -2.502
C 0.895 -5.588 4.517
C 0.432 -4.185 4.155
O 1.483 -3.273 3.920
C 2.360 -3.602 2.854
C 1.680 -3.719 1.503
H 1.574 -5.557 5.371
H 0.037 -6.211 4.775
H 1.419 -6.069 3.691
H -0.134 -3.763 4.987
H -0.248 -4.217 3.296
H 2.915 -4.520 3.088
H 3.090 -2.793 2.826
H 0.983 -4.560 1.473
H 2.423 -3.875 0.720
H 1.122 -2.811 1.276
C -4.906 -1.006 -5.706
C -5.624 -0.166 -4.662
O -5.282 -0.485 -3.331
C -3.908 -0.316 -2.989
C -3.406 1.106 -3.156
H -5.062 -2.069 -5.512
H -5.286 -0.772 -6.702
H -3.832 -0.822 -5.708
H -6.700 -0.340 -4.733
H -5.464 0.901 -4.857
H -3.284 -1.013 -3.558
H -3.828 -0.614 -1.946
H -3.407 1.424 -4.200
H -2.383 1.187 -2.791
H -4.036 1.801 -2.595
```

Properties
Total energy: -32636.30491 eV
Charge: -1



# 5
Molecular formula: C11H10O3P
Method: DFT, wB97M-V/def2-TZVPD

XYZ file:
```
25
Properties=species:S:1:pos:R:3
C 4.027 0.733 0.009
C 3.388 0.394 -1.204
C 3.397 0.381 1.185
C 2.128 -0.082 -1.091
C 2.191 -0.297 1.313
C 1.456 -0.444 0.121
C 0.205 -1.039 -0.043
C -4.077 0.554 -0.082
C -2.443 -1.632 0.073
C -1.609 0.678 0.287
C -2.487 -0.228 -0.377
O -4.616 0.079 0.851
O -4.317 1.376 -0.940
O -1.226 1.948 0.125
P -0.732 -2.392 -0.163
H 4.913 1.151 0.149
H 3.809 0.560 -2.133
H 3.872 0.511 2.043
H 1.475 -0.450 -1.991
H 1.753 -0.675 2.188
H -2.772 -1.534 1.076
H -3.349 -2.086 -0.442
H -1.478 0.492 1.298
H -2.318 -0.001 -1.388
H -1.189 2.004 -0.863
```

Properties
Total energy: -26997.44972 eV
Charge: -1
Energy relative to the best compared isomer or geometry (same formula, charge and spin): 10.8 kcal per mole



# 6
Molecular formula: C10H12BrF3O2P
Method: DFT, wB97M-V/def2-TZVPD

XYZ file:
```
29
Properties=species:S:1:pos:R:3
O 1.447 -3.080 0.711
C 1.045 -2.015 0.335
O -0.193 -1.785 -0.037
P -1.217 -0.878 1.180
Br -2.522 0.147 2.864
C -2.573 -0.739 -0.145
C -3.372 0.556 -0.325
C -2.595 1.803 -0.641
F -2.030 2.411 0.397
F -1.641 1.597 -1.559
F -3.438 2.736 -1.191
C 1.997 -0.893 0.008
C 2.340 0.074 0.948
C 3.208 1.112 0.600
C 3.734 1.171 -0.687
C 3.401 0.194 -1.621
C 2.530 -0.842 -1.281
H -0.648 0.379 0.773
H -0.164 -0.994 2.165
H -1.753 -2.141 1.611
H -2.083 -0.934 -1.097
H -3.277 -1.556 0.001
H -3.995 0.427 -1.211
H -4.060 0.756 0.487
H 1.929 0.018 1.943
H 3.441 1.855 1.346
H 4.397 1.983 -0.948
H 3.818 0.232 -2.619
H 2.273 -1.595 -2.008
```

Properties
Total energy: -102145.36519 eV
Charge: -1



# 7
Molecular formula: C11H9NO2
Method: DFT, wB97M-V/def2-TZVPD

XYZ file:
```
23
Properties=species:S:1:pos:R:3
C -1.870 -2.328 1.479
C -0.902 -1.141 1.374
C 0.938 1.033 -1.037
C 1.524 0.713 0.157
C -3.157 -2.094 1.433
C 0.454 -1.375 1.296
C -0.510 1.186 -1.096
C 0.123 -3.534 2.060
C -0.825 0.356 1.124
C 0.788 0.134 1.286
C -1.264 1.688 -2.197
N -1.212 0.976 -0.051
O -1.144 -3.537 1.627
O 0.998 -2.618 1.452
H 1.703 1.243 -1.891
H 2.592 1.061 0.303
H 0.254 -3.249 3.091
H 0.569 -4.583 1.990
H -1.325 0.915 2.032
H 1.074 0.294 2.298
H -1.658 0.812 -2.932
H -0.745 2.458 -2.827
H -2.279 2.203 -1.879
```

Properties
Total energy: -17128.89189 eV
Charge: 0
Energy relative to the best compared isomer or geometry (same formula, charge and spin): 146.8 kcal per mole



# 8
Molecular formula: C47H54F12GeNO2PtSi4Te
Method: DFT, wB97M-V/def2-TZVPD

XYZ file:
```
123
Properties=species:S:1:pos:R:3
Pt -1.241 -0.283 -0.153
C -4.211 -5.480 3.985
C -3.465 -4.638 2.976
C -2.980 -5.169 1.788
C -2.314 -4.377 0.878
C -2.049 -2.999 1.105
N -1.295 -2.316 0.208
C -0.907 -2.878 -1.015
C 0.285 -3.607 -1.072
C 0.667 -4.286 -2.217
C -0.154 -4.275 -3.340
C 0.198 -5.057 -4.583
C -1.297 -3.489 -3.308
C -1.674 -2.755 -2.182
C -2.877 -1.774 -2.211
O -3.090 -1.003 -1.106
C -2.706 -0.796 -3.440
F -1.653 0.011 -3.234
F -3.790 -0.027 -3.582
F -2.494 -1.360 -4.656
C -4.178 -2.602 -2.465
F -4.221 -3.680 -1.666
F -5.284 -1.892 -2.237
F -4.282 -3.071 -3.737
C -2.551 -2.452 2.316
C -3.252 -3.285 3.191
C -2.447 -0.957 2.709
O -1.729 -0.082 1.948
C -1.737 -0.840 4.108
F -0.485 -1.303 4.006
F -1.663 0.446 4.496
F -2.293 -1.501 5.152
C -3.912 -0.371 2.828
F -4.716 -0.845 1.865
F -4.525 -0.652 4.013
F -3.920 0.961 2.725
H -4.088 -6.543 3.765
H -5.284 -5.259 3.980
H -3.848 -5.297 5.000
H -3.124 -6.225 1.570
H -1.952 -4.811 -0.045
H 0.884 -3.642 -0.170
H 1.602 -4.839 -2.230
H 0.983 -5.786 -4.378
H 0.554 -4.392 -5.377
H -0.674 -5.588 -4.970
H -1.904 -3.450 -4.201
H -3.660 -2.862 4.098
C 3.360 0.922 4.216
Si 4.131 1.644 2.659
C 5.985 1.668 3.028
C 3.625 3.455 2.559
Si 3.464 0.444 0.775
Te 0.967 0.241 1.083
Si 4.296 1.634 -1.051
C 6.164 1.925 -0.928
C 3.519 3.338 -1.158
C 4.029 0.731 -2.681
Si 4.472 -1.658 0.783
C 3.874 -2.701 2.229
C 4.095 -2.645 -0.776
C 6.363 -1.660 0.899
H 3.462 1.601 5.070
H 3.838 -0.030 4.476
H 2.293 0.721 4.060
H 6.169 2.229 3.950
H 6.563 2.135 2.222
H 6.377 0.654 3.166
H 3.556 3.898 3.558
H 2.645 3.557 2.079
H 4.342 4.040 1.973
H 6.407 2.476 -0.012
H 6.544 2.500 -1.780
H 6.708 0.973 -0.890
H 3.940 4.004 -0.395
H 2.440 3.278 -0.983
H 3.665 3.799 -2.138
H 4.747 -0.089 -2.798
H 4.133 1.403 -3.538
H 3.023 0.296 -2.713
H 2.780 -2.655 2.295
H 4.270 -2.323 3.179
H 4.169 -3.750 2.127
H 3.015 -2.664 -0.967
H 4.443 -3.679 -0.687
H 4.575 -2.197 -1.654
H 6.708 -1.150 1.805
H 6.811 -1.140 0.043
H 6.751 -2.684 0.916
C 0.948 4.013 -4.126
C 1.133 2.680 -3.776
C 0.415 2.133 -2.716
C -0.507 2.894 -1.993
C -0.667 4.234 -2.355
C 0.051 4.792 -3.407
Ge -1.681 2.020 -0.644
C -3.481 2.247 -1.438
C -3.726 2.865 -2.664
C -5.019 2.963 -3.173
C -6.089 2.434 -2.463
C -5.860 1.792 -1.249
C -4.568 1.698 -0.746
C -1.764 3.352 0.849
C -2.945 4.066 1.084
C -3.075 4.922 2.175
C -2.025 5.081 3.068
C -0.834 4.399 2.843
C -0.708 3.556 1.744
H 1.501 4.440 -4.957
H 1.832 2.068 -4.329
H 0.549 1.087 -2.457
H -1.374 4.849 -1.804
H -0.095 5.833 -3.676
H -2.898 3.265 -3.238
H -5.192 3.454 -4.126
H -7.097 2.509 -2.858
H -6.687 1.354 -0.702
H -4.396 1.169 0.187
H -3.785 3.947 0.410
H -4.006 5.455 2.336
H -2.133 5.724 3.935
H -0.005 4.509 3.535
H 0.224 3.030 1.593
```

Properties
Total energy: -186384.03724 eV
Spin multiplicity: 2
Charge: -2
Energy relative to the best compared isomer or geometry (same formula, charge and spin): 30.5 kcal per mole